# C3H6O2

C3H6O2 as an isolated structure (the ωB97M-V functional and the def2-TZVPD basis, the Open Molecules 2025 dataset).

For the orbital gap, the calculation gives 8.9 eV. As for the energy above the lowest of the compared OMol25 structures with the same formula, charge and spin: 4.4251 eV.

```
11
Properties=species:S:1:pos:R:3:forces:R:3
O 0.089 -0.061 1.586 -0.09 0.22 0.13
O 1.523 -1.094 -0.267 0.06 0.04 0.14
C 0.220 -1.078 -0.615 -0.10 0.00 0.08
C -0.606 -0.256 0.374 -0.17 -0.08 -0.13
C -0.365 0.735 -0.712 -0.05 0.23 -0.01
H 0.019 -0.281 -1.578 -0.01 -0.02 -0.11
H -1.636 -0.583 0.528 0.20 0.05 -0.03
H 1.600 -0.737 0.641 0.07 -0.06 -0.15
H -1.216 1.088 -1.291 0.14 -0.08 0.08
H 0.456 1.432 -0.561 -0.11 -0.13 -0.02
H -0.084 0.835 1.895 0.06 -0.17 0.01
```
Positions in Å, forces in eV/Å.

# C20H37ClN3OPTc

C20H37ClN3OPTc as an isolated structure at a distorted geometry (the ωB97M-V functional and the def2-TZVPD basis, the Open Molecules 2025 dataset).

For the orbital gap (alpha / beta), the calculation gives 6.4 / 5.6 eV. As for the energy above the lowest of the compared OMol25 structures with the same formula, charge and spin: 0.0000 eV. Its spin multiplicity is 4. As for the charge: +2. As for the expectation value of S²: 3.776.

```
64
Properties=species:S:1:pos:R:3:forces:R:3
Tc -0.198 -0.430 -0.026 0.68 3.40 2.22
Cl 0.070 0.428 -5.474 -0.02 -0.05 0.39
P 0.210 0.143 3.300 -0.64 1.19 0.69
O 0.125 0.259 1.795 0.40 0.08 -1.45
N -0.952 1.147 3.863 0.62 -0.25 0.41
N 1.663 0.794 3.672 0.10 -0.55 0.11
N -0.150 -1.374 3.849 0.02 -0.21 -0.30
C -0.081 -0.671 -7.957 -0.02 -0.07 0.36
C -1.184 1.222 5.306 -0.43 0.13 0.52
C 0.145 0.680 -7.268 0.06 0.17 -1.31
C -2.128 -0.235 0.885 -2.26 -0.03 -0.94
C 1.755 1.845 4.677 -0.15 0.35 0.75
C 0.809 -2.276 -0.207 1.18 0.23 -0.08
C -1.453 -1.599 4.498 -0.72 -0.18 0.27
C 2.318 -0.469 -0.148 -1.25 -1.10 0.49
C 2.889 0.010 3.615 0.46 -0.53 0.32
C -1.413 2.334 3.142 -0.23 0.32 -0.35
C -2.172 -0.770 -1.384 -1.14 0.36 0.06
C 1.586 -1.408 0.665 2.01 -1.43 -1.21
C 2.063 -0.788 -1.516 -1.46 -0.85 -0.11
C -2.228 0.995 0.121 0.32 -1.70 -0.03
C 1.528 1.238 -7.624 0.00 -0.04 0.37
C -0.952 1.674 -7.668 -0.03 -0.03 0.37
C 0.292 -2.633 3.215 0.08 -0.34 0.12
C 1.093 -1.839 -1.568 1.63 -0.23 -0.16
C -2.326 0.646 -1.261 0.66 -1.22 0.19
C -2.095 -1.348 -0.048 -0.93 0.79 -0.02
H -2.431 2.158 2.765 0.16 0.20 0.12
H 0.314 -3.185 0.113 0.13 0.09 -0.27
H 1.001 2.624 4.507 0.29 -0.26 0.10
H -2.350 -1.346 -2.288 0.40 0.17 0.09
H 2.750 2.298 4.564 -0.43 -0.03 0.22
H -0.039 -0.545 -9.042 0.01 0.08 0.10
H -0.188 -2.818 2.223 0.36 0.26 0.60
H -1.062 -1.086 -7.699 0.16 0.09 -0.04
H -2.310 -0.331 1.959 0.55 0.09 -0.49
H -0.925 1.839 -8.748 0.07 -0.07 0.09
H -2.269 1.991 0.537 0.08 -0.06 -0.08
H 1.596 1.396 -8.703 -0.09 -0.05 0.08
H 1.822 -1.618 1.707 -0.57 0.40 -0.65
H 3.702 0.713 3.839 -0.06 -0.53 -0.12
H -0.057 -3.436 3.879 0.44 0.20 -0.34
H -0.770 2.628 2.291 -0.16 -0.29 0.52
H -2.234 0.956 5.496 0.30 0.15 0.25
H 0.809 -2.401 -2.452 -0.20 0.42 0.07
H -1.436 -1.297 5.550 -0.14 -0.03 -0.34
H 0.689 -1.394 -7.667 -0.12 0.14 -0.04
H -1.458 3.177 3.853 0.06 -0.30 -0.41
H -1.945 1.293 -7.407 0.18 0.04 -0.04
H 1.706 2.198 -7.126 -0.06 -0.17 -0.08
H -2.490 1.350 -2.070 0.24 -0.19 0.05
H -1.618 -2.682 4.483 -0.20 0.43 0.09
H 2.543 -0.309 -2.364 -0.31 0.00 0.02
H -1.001 2.251 5.656 -0.06 -0.43 -0.02
H -2.200 -2.390 0.235 -0.02 0.18 -0.22
H -0.809 2.640 -7.172 0.00 -0.18 -0.08
H -2.301 -1.120 3.970 0.43 -0.17 0.38
H 2.964 0.301 0.251 -0.06 0.03 -0.16
H -0.532 0.544 5.881 -0.24 0.28 -0.30
H 1.382 -2.725 3.156 -0.27 0.06 -0.03
H 3.084 -0.412 2.619 -0.11 0.13 0.32
H 1.640 1.426 5.702 0.25 0.48 -0.50
H 2.321 0.542 -7.330 -0.15 0.10 -0.05
H 2.887 -0.806 4.378 0.18 0.50 -0.51
```
Positions in Å, forces in eV/Å.

# C40H53BMoN3O2P2S2

C40H53BMoN3O2P2S2 as an isolated structure (the ωB97M-V functional and the def2-TZVPD basis, the Open Molecules 2025 dataset).

For the orbital gap, the calculation gives 6.2 eV. As for the energy above the lowest of the compared OMol25 structures with the same formula, charge and spin: 1.4050 eV. As for the charge: +1.

```
104
Properties=species:S:1:pos:R:3:forces:R:3
Mo -0.075 0.949 0.348 0.65 -0.36 0.39
S -0.773 -0.327 -1.485 -0.78 -0.09 -0.14
S 0.181 2.575 1.613 0.01 0.39 0.00
P -2.704 1.545 0.381 0.13 0.02 -0.21
P 1.561 -0.714 1.534 0.07 0.07 0.13
O 0.739 -4.440 -6.694 0.00 -0.07 -0.02
O 0.105 -5.875 -5.131 0.03 0.05 -0.06
N 7.218 3.829 -5.805 0.13 0.06 -0.13
N -0.615 -0.912 3.045 0.24 -0.11 -0.20
N -2.292 0.572 2.706 0.10 0.17 0.03
C -3.618 -1.101 0.393 0.08 0.00 0.00
C 2.639 1.150 3.304 -0.03 0.07 -0.06
C 2.584 1.579 -1.406 -0.19 -0.19 0.32
C 4.830 2.419 -1.884 0.01 0.00 -0.02
C 5.455 2.976 -4.131 -0.13 -0.06 0.16
C -0.406 -1.588 -2.663 0.44 0.26 -0.13
C 3.244 2.163 -3.687 -0.05 0.00 -0.04
C -2.525 -0.068 3.918 -0.01 -0.15 0.12
C 1.790 1.154 -0.592 -0.21 0.09 -0.24
C 0.648 -2.999 0.319 -0.07 0.02 -0.06
C 1.962 -2.209 0.478 0.04 -0.16 0.08
C -4.447 3.578 -0.638 -0.04 -0.04 0.09
C 3.784 -1.052 3.309 -0.05 -0.02 -0.03
C 2.527 -1.828 -0.886 -0.07 0.11 -0.08
C -4.004 0.282 -0.161 -0.07 -0.03 0.03
C -1.451 -1.790 5.255 -0.01 0.00 -0.04
C 4.181 0.517 1.462 -0.07 0.05 -0.10
C 6.433 3.450 -5.059 0.08 0.04 -0.09
C -2.971 3.208 -0.456 -0.10 0.04 -0.04
C -1.491 -0.996 4.125 -0.07 0.03 0.07
C 5.777 2.876 -2.778 -0.06 -0.02 -0.05
C 3.557 2.056 -2.331 0.15 0.04 -0.03
C 0.730 -2.374 -4.623 -0.09 -0.11 0.03
C 0.695 -1.485 2.992 0.11 -0.03 0.06
C 2.979 -3.157 1.139 -0.14 0.04 0.00
C 3.097 -0.002 2.403 0.03 -0.09 0.09
C 0.295 -4.740 -5.458 -0.01 -0.06 0.02
C -2.293 3.151 -1.829 0.19 -0.07 -0.02
C -2.478 -1.642 6.179 0.00 -0.01 0.03
C -3.504 -0.727 5.974 -0.03 0.00 0.04
C -3.029 1.690 2.185 -0.17 0.09 -0.05
C -5.398 0.590 0.415 0.02 -0.03 0.02
C 0.060 -3.591 -4.524 0.04 0.07 0.03
C -4.142 0.206 -1.689 0.01 0.04 -0.01
C 0.503 -1.374 -3.693 -0.01 0.00 0.03
C -1.096 -2.793 -2.572 -0.04 0.08 0.05
C -0.845 -3.794 -3.488 0.02 0.00 -0.04
C 4.186 2.621 -4.585 0.05 0.00 0.03
C -3.543 0.075 4.841 0.00 -0.01 0.00
C -2.323 4.346 0.343 0.04 -0.06 -0.01
B -1.076 0.071 2.141 -0.21 0.05 0.02
H -1.238 4.302 0.325 0.05 -0.01 0.02
H 1.465 -2.202 -5.398 0.04 -0.01 -0.06
H 6.763 3.158 -2.438 0.02 0.01 -0.02
H -5.434 0.495 1.499 0.00 -0.01 0.01
H -2.672 2.647 2.580 0.04 -0.06 -0.02
H -4.331 -1.822 -0.007 -0.03 -0.07 -0.02
H 1.041 -0.438 -3.755 0.02 0.03 0.02
H -4.286 -0.634 6.713 -0.04 0.00 0.04
H 4.452 -0.505 3.972 0.05 0.04 0.03
H -2.611 5.283 -0.135 0.02 0.03 -0.02
H -3.689 -1.132 1.479 -0.01 -0.02 0.02
H -2.615 -1.411 0.103 -0.05 0.01 -0.01
H 0.700 -3.491 -6.856 0.01 0.03 0.00
H 1.841 -1.219 -1.467 0.06 -0.07 0.06
H 0.681 -2.573 2.884 0.00 0.07 0.03
H -4.976 3.630 0.314 -0.02 0.01 0.04
H 2.943 -4.096 0.585 0.00 -0.03 -0.02
H 2.752 -3.385 2.180 0.00 0.01 0.02
H -2.663 4.395 1.375 -0.03 0.01 0.07
H -0.239 -2.366 0.239 0.08 -0.04 -0.02
H -4.974 2.897 -1.297 -0.04 -0.04 -0.02
H 0.714 -3.599 -0.589 0.00 -0.01 0.01
H -1.349 -4.747 -3.417 -0.01 -0.05 -0.01
H 3.820 1.315 0.822 -0.01 0.00 0.03
H -2.344 4.141 -2.283 -0.03 0.03 -0.03
H 5.072 2.345 -0.833 -0.01 0.00 -0.01
H -4.095 1.611 2.405 0.10 0.04 -0.01
H 1.245 -1.249 3.906 -0.08 -0.02 -0.08
H 3.947 2.709 -5.635 0.01 0.01 -0.03
H 0.502 -3.687 1.149 -0.05 -0.04 0.07
H 2.725 -2.751 -1.432 0.01 -0.04 -0.06
H 4.399 -1.742 2.744 0.00 -0.03 -0.03
H -2.477 -2.249 7.072 -0.01 -0.03 0.06
H 3.996 -2.781 1.065 0.05 0.04 0.01
H -5.794 1.559 0.130 0.02 0.04 0.00
H -0.657 -2.506 5.414 0.04 -0.02 0.01
H -2.774 2.444 -2.502 0.01 -0.04 -0.02
H 4.992 0.906 2.080 0.06 0.02 0.03
H 2.387 2.037 2.726 -0.01 -0.02 -0.01
H -4.341 0.790 4.698 -0.05 0.05 -0.01
H -4.668 1.068 -2.093 -0.01 0.06 -0.02
H 3.119 -1.630 3.944 -0.04 -0.01 0.02
H -1.817 -2.943 -1.782 -0.05 -0.02 0.06
H -1.233 2.881 -1.753 -0.11 0.05 -0.01
H -4.746 -0.672 -1.923 -0.03 -0.03 -0.01
H -3.193 0.104 -2.205 0.02 -0.03 0.01
H -4.497 4.571 -1.089 0.02 0.01 -0.02
H 3.471 1.421 3.954 0.01 0.01 0.03
H 2.253 1.894 -4.030 0.01 0.01 0.02
H 4.597 -0.274 0.842 0.01 -0.05 -0.08
H -6.079 -0.167 0.020 -0.02 -0.01 -0.03
H 1.793 0.893 3.943 -0.05 0.01 0.02
H 3.462 -1.279 -0.796 0.08 0.04 0.00
```
Positions in Å, forces in eV/Å.

# C4H13NO3

A 3-piece molecular cluster, C4H13NO3 overall at a distorted geometry (the ωB97M-V functional and the def2-TZVPD basis, the Open Molecules 2025 dataset).

For the orbital gap, the calculation gives 9.9 eV. As for the energy above the lowest of the compared OMol25 structures with the same formula, charge and spin: 3.3764 eV.

```
21
Properties=species:S:1:pos:R:3:forces:R:3
O 0.942 1.543 -0.902 2.44 0.60 0.11
O 1.547 -1.592 0.758 2.76 -0.28 0.85
O 3.371 0.698 0.353 -1.37 -0.36 1.08
N -1.147 -1.516 1.269 1.64 1.50 0.20
C 0.378 0.792 -1.641 -1.58 1.17 0.08
C -1.126 0.741 -1.381 2.50 1.12 1.47
C -1.289 0.834 0.219 0.85 2.57 -0.41
C -1.926 -0.396 0.733 -4.06 -1.34 -1.86
H -2.775 -0.099 1.412 1.04 -0.56 -0.08
H -1.952 1.746 0.294 0.14 -1.28 0.46
H -0.286 -1.023 1.647 -1.34 -1.10 -0.22
H -2.560 -0.711 -0.274 1.24 -0.05 2.80
H -0.362 1.257 0.820 -1.51 -1.41 -1.52
H 2.469 -1.151 0.777 -1.86 -0.86 -0.19
H 3.373 0.623 -0.609 -0.47 0.25 0.23
H -1.484 1.774 -1.632 -0.04 -1.45 -1.02
H 2.414 0.798 0.662 1.91 0.16 -1.22
H 0.909 0.336 -2.492 -0.22 -0.39 0.01
H 1.688 -2.407 1.309 -0.27 1.11 -0.77
H -0.706 -2.088 0.536 -0.61 0.51 0.11
H -1.476 -0.157 -1.857 -1.19 0.09 -0.11
```
Positions in Å, forces in eV/Å.